# 1
Molecular formula: C38H88N8O8
Method: DFT, the ωB97M-V functional and the def2-TZVPD basis

Cartesian coordinates (Å):
C -1.49710 3.39921 -3.38624
C -0.80024 2.00082 -3.15294
C -1.79148 1.05134 -2.50233
C -2.87980 0.48819 -3.49099
C -2.06972 -0.10894 -4.67280
C -1.12762 0.82873 -5.40993
N -0.22106 1.37283 -4.33137
O 0.69177 2.28147 -4.96309
C -0.25135 0.09443 -6.47807
C -1.97665 1.86930 -6.14938
C 0.35323 2.22492 -2.13488
H -2.58169 3.28848 -3.43973
H -1.25870 3.83827 -4.32283
H -1.35126 3.97978 -2.52791
H -1.26445 0.19818 -2.03952
H -2.28887 1.54405 -1.67955
H -3.53194 1.23579 -3.92295
H -3.45785 -0.36578 -3.12675
H -2.73557 -0.59325 -5.40350
H -1.59975 -1.01491 -4.30560
H -0.12453 -0.96490 -6.17684
H -0.74356 0.09122 -7.43457
H 0.73432 0.59917 -6.57185
H -2.64011 1.38252 -6.82716
H -2.49746 2.61782 -5.54026
H -1.36473 2.60539 -6.67685
H 0.98149 3.02865 -2.55735
H 1.04476 1.38125 -2.13894
H -0.11067 2.49867 -1.16314
H 0.27189 3.06651 -5.34115
C -2.69644 6.42333 -0.48508
C -2.33536 5.83690 0.87472
C -2.69295 6.67123 2.10844
C -4.14401 6.71272 2.44159
C -4.59535 5.31172 2.77305
C -4.37005 4.44495 1.44055
N -2.97984 4.49624 1.06363
O -2.71809 3.67777 -0.17698
C -4.70256 2.93251 1.69359
C -5.33255 4.84280 0.24527
C -0.75784 5.52360 0.81702
H -2.24252 5.78371 -1.25630
H -2.43820 7.46689 -0.70007
H -3.76805 6.37297 -0.61994
H -2.07698 6.33116 2.99912
H -2.27929 7.63810 2.03376
H -4.64056 7.20844 1.63999
H -4.33493 7.33505 3.31153
H -5.63361 5.26877 3.08953
H -4.00508 4.83060 3.59721
H -4.90879 2.50991 0.72112
H -3.74765 2.57420 2.11614
H -5.48530 2.71535 2.40390
H -5.59710 5.92743 0.20882
H -4.98020 4.49825 -0.73766
H -6.29277 4.34709 0.41102
H -0.47845 4.92525 1.74104
H -0.10971 6.40079 0.85935
H -0.45854 4.93728 -0.07443
H -2.20255 2.97802 0.25685
C 2.23495 -2.74770 -0.26616
C 1.94978 -4.00447 -1.12795
C 0.46603 -4.36800 -1.28266
C -0.22758 -3.31265 -2.12912
C 0.39062 -3.16529 -3.52635
C 1.87113 -2.81348 -3.42826
N 2.44212 -3.87112 -2.56611
O 3.88467 -3.86408 -2.57448
C 2.58303 -3.01028 -4.76394
C 2.16261 -1.39101 -2.99697
C 2.73981 -5.16079 -0.43178
H 2.11287 -2.99195 0.80315
H 1.56795 -1.90994 -0.43486
H 3.24749 -2.49788 -0.46379
H 0.43671 -5.39695 -1.65400
H -0.06989 -4.35708 -0.36254
H -0.17816 -2.34303 -1.57229
H -1.27340 -3.54232 -2.15187
H -0.16987 -2.40193 -4.11386
H 0.25543 -4.11862 -4.06507
H 2.71314 -4.04967 -5.00722
H 2.04319 -2.49484 -5.56549
H 3.63009 -2.64752 -4.69884
H 3.19529 -1.34853 -2.65288
H 2.08561 -0.69160 -3.82742
H 1.46111 -0.95191 -2.31534
H 3.67396 -4.72981 -0.03997
H 2.92017 -5.98542 -1.08962
H 2.21645 -5.49232 0.45400
H 4.11149 -3.20267 -1.90192
C 5.06213 -3.38560 4.49991
C 3.56143 -3.90960 4.49324
C 3.31575 -4.65108 5.77456
C 1.81282 -4.81719 6.06647
C 1.02540 -3.44966 5.97137
C 1.23992 -2.83239 4.56335
N 2.64511 -2.74561 4.29842
O 2.90591 -2.32180 3.01066
C 0.45949 -3.67724 3.45457
C 0.67401 -1.43135 4.39205
C 3.59044 -4.90801 3.31310
H 5.92352 -4.06574 4.65969
H 5.19516 -2.56678 5.17930
H 5.20238 -2.95812 3.53192
H 3.76046 -5.65011 5.84477
H 3.84526 -4.10044 6.58065
H 1.60664 -5.39800 6.98861
H 1.36443 -5.47426 5.29979
H 1.58437 -2.71328 6.58452
H -0.04091 -3.51985 6.18219
H 0.26784 -3.20286 2.49535
H 0.98794 -4.63984 3.25531
H -0.52322 -3.92595 3.87187
H -0.41472 -1.31723 4.54988
H 1.22677 -0.61611 4.92798
H 0.76846 -1.15442 3.38270
H 4.46270 -5.57783 3.38850
H 3.68110 -4.49763 2.35125
H 2.66024 -5.47266 3.24702
H 3.13617 -1.37262 3.12092
O -4.11162 -0.49636 1.06584
H -3.99975 -0.34677 0.11625
H -3.37344 0.09905 1.39692
O -2.04656 -2.51318 0.51839
H -2.19272 -3.24082 1.12214
H -2.81368 -1.92407 0.73269
C 3.87280 0.58284 1.22420
O 2.82057 0.24585 1.85025
N 4.02503 0.13789 -0.07076
N 4.88376 1.40964 1.77632
H 3.23733 -0.37464 -0.48288
H 4.53366 0.82441 -0.59663
H 5.59793 1.74928 1.17620
H 5.02327 1.26275 2.74369
C -0.75717 0.98648 1.18369
O -1.94216 1.15220 0.87719
N -0.10930 -0.19125 1.07838
N 0.10403 1.98052 1.64625
H -0.48122 -0.99340 0.62447
H 0.85779 -0.17952 1.36643
H 0.94339 1.54182 2.02098
H -0.44178 2.66122 2.17541

Total charge: 0
Energy, eV: -69130.594
SMILES string: CC1(C)CCCC(C)(C)N1O.CC1(C)CCCC(C)(C)N1O.CC1(C)CCCC(C)(C)N1O.CC1(C)CCCC(C)(C)N1O.NC(N)=O.NC(N)=O.O.O
Multiplicity: 1

---

# 2
Molecular formula: C38H90N8O12Ti
Method: DFT, the ωB97M-V functional and the def2-TZVPD basis

Cartesian coordinates (Å):
Ti -1.30290 -0.01984 -0.24857
C -3.13610 3.35202 0.70020
C -4.03848 4.20818 0.09579
C -4.32599 3.80357 -1.34352
O -5.14837 4.43135 -2.12881
C -3.59334 2.69973 -1.88483
C -2.48204 2.10642 -1.25047
C -2.17489 2.53417 0.08205
O -1.03216 1.93122 0.67035
O -1.77653 1.06548 -1.74659
O -4.54162 5.24455 0.71053
H -2.84528 3.45182 1.74730
H -3.81388 2.28657 -2.85563
C 2.08958 2.97523 1.02996
C 2.28896 2.46158 2.46495
C 1.75436 3.47321 3.46933
O 1.57670 2.89139 4.73118
C 0.78394 3.68628 5.56470
N 1.51196 1.20491 2.66107
H 2.69946 3.86670 0.94773
H 1.06464 3.08334 0.78294
H 2.48384 2.13482 0.38656
H 3.37962 2.23324 2.63262
H 0.79515 4.00338 3.12393
H 2.47458 4.30423 3.46914
H 0.81200 3.26434 6.55228
H -0.23807 3.75942 5.19314
H 1.22295 4.69386 5.61182
H 1.27348 1.19491 3.64164
H 0.59618 1.45782 2.30837
C -0.12141 -1.86677 2.52027
C 0.67761 -2.18488 1.32667
C -0.21470 -3.15837 0.55889
O -1.47342 -2.41010 0.25347
C -2.38337 -3.27379 -0.38608
N 0.86572 -0.99156 0.53201
H 0.40692 -1.58826 3.41979
H -0.75794 -2.63152 2.81638
H -0.73339 -0.93167 2.33732
H 1.54887 -2.76201 1.54223
H -0.45510 -3.98962 1.29625
H 0.13049 -3.61404 -0.34929
H -3.43747 -2.92144 -0.39751
H -2.44222 -4.22637 0.13147
H -2.03602 -3.50120 -1.41913
H 1.57042 -1.19071 -0.21514
H 1.39887 -0.33323 1.11673
C -4.84105 0.56261 2.45173
C -3.52942 -0.22451 2.19634
C -3.56175 -1.57420 2.80586
O -3.24720 -1.44914 4.17887
C -3.14209 -2.69179 4.84318
N -3.34326 -0.28887 0.66044
H -4.83874 0.59297 3.55457
H -5.69237 -0.01990 2.09922
H -4.94640 1.55731 2.06942
H -2.62552 0.25077 2.59975
H -2.83242 -2.21132 2.29550
H -4.62028 -1.96220 2.73529
H -4.17003 -3.23830 4.87097
H -2.74071 -2.50700 5.86275
H -2.38583 -3.30309 4.38647
H -4.06139 -0.85706 0.23352
H -3.66292 0.65326 0.41359
C 5.04641 -2.52429 4.17047
C 3.86731 -1.64984 3.97886
C 3.86938 -0.54899 5.10856
O 3.69795 -1.16907 6.41990
C 3.06568 -0.32928 7.37009
N 3.88320 -1.18539 2.62470
H 5.03829 -3.17877 5.05515
H 6.02271 -1.98820 4.18545
H 5.15387 -3.21157 3.32099
H 2.95611 -2.25307 4.13374
H 3.14168 0.22108 4.85046
H 4.85937 -0.03890 5.16028
H 3.75981 0.40391 7.74359
H 2.66181 -0.93093 8.20735
H 2.17296 0.20431 6.93052
H 3.20747 -0.46144 2.37827
H 4.82575 -0.90667 2.31850
C 0.12007 -2.97264 -4.42102
C -0.55015 -1.56008 -4.22522
C -1.99594 -1.48465 -4.84135
O -2.21087 -0.30229 -5.60010
C -2.68822 0.82682 -4.89321
N -0.44984 -1.02310 -2.84592
H 1.12691 -2.90075 -3.96741
H 0.08687 -3.23304 -5.49956
H -0.49421 -3.64959 -3.84049
H -0.01405 -0.96392 -4.96208
H -2.76830 -1.69746 -4.06867
H -1.95761 -2.30125 -5.61848
H -2.80731 1.61478 -5.68892
H -1.99637 1.32100 -4.16737
H -3.56337 0.54760 -4.31829
H 0.55080 -0.83284 -2.58300
H -0.92943 -0.12876 -2.86699
C 4.64130 -0.03405 -1.19096
C 4.64192 -1.59235 -1.40292
C 6.05067 -2.10343 -1.38750
O 5.97765 -3.41941 -1.80920
C 7.08712 -4.24525 -1.47409
N 3.62561 -2.24811 -0.58420
H 4.88088 0.28941 -0.14680
H 3.63388 0.36547 -1.45064
H 5.43879 0.38809 -1.85994
H 4.29323 -1.72225 -2.46965
H 6.49270 -2.15899 -0.36720
H 6.70634 -1.53545 -2.06480
H 7.85547 -4.09312 -2.29647
H 6.73469 -5.28174 -1.38720
H 7.54056 -3.97479 -0.52008
H 3.68437 -3.23689 -0.79020
H 3.88355 -2.28790 0.43404
C 5.76098 0.86384 -5.23110
C 4.42995 -0.01797 -4.96820
C 3.17424 0.62683 -5.47477
O 3.10046 1.90249 -4.99120
C 1.80762 2.56741 -4.92991
N 4.55151 -1.40166 -5.47852
H 5.62318 1.83148 -4.72591
H 5.95473 1.22482 -6.31847
H 6.62580 0.28273 -4.83274
H 4.45003 -0.10032 -3.88227
H 2.31515 -0.00383 -5.12077
H 3.15282 0.57703 -6.58478
H 2.02812 3.52998 -4.50719
H 1.18671 2.01206 -4.23206
H 1.31354 2.67625 -5.94768
H 5.47416 -1.75108 -5.11127
H 4.56931 -1.51712 -6.49593
C -7.92822 2.36712 1.05730
C -7.02329 2.78362 -0.01937
C -7.07885 1.76811 -1.17629
O -6.50151 0.51465 -0.73394
C -6.25631 -0.27484 -1.87820
N -7.53944 4.07771 -0.64957
H -7.53250 1.39455 1.44311
H -8.91554 2.26352 0.66226
H -7.98241 3.14244 1.86027
H -5.93762 2.82812 0.22050
H -6.53102 2.09220 -2.06424
H -8.15077 1.70745 -1.41384
H -6.96558 0.01589 -2.67862
H -6.24144 -1.36628 -1.61858
H -5.24735 -0.01765 -2.28988
H -7.49579 4.67506 0.14190
H -6.70842 4.40550 -1.27199

Total charge: -1
Energy, eV: -100466.828
Multiplicity: 4